[1]
{"formula": "C14H16BCl4O5", "method": "ωB97M-V with the def2-TZVPD basis set", "e_above_lowest_kj_mol": 0.0, "max_force_ha_per_bohr": 0.043, "total_energy_ev": -75786.481, "total_charge": -1, "species": ["Cl", "B", "Cl", "Cl", "O", "C", "C", "C", "C", "C", "Cl", "C", "C", "H", "H", "H", "H", "H", "H", "C", "C", "O", "O", "C", "C", "C", "O", "O", "C", "C", "H", "H", "H", "H", "H", "H", "H", "H", "H", "H"], "positions_angstrom": [[3.651, 2.346, 2.539], [2.822, 0.694, 2.563], [3.250, -0.315, 1.028], [3.210, -0.278, 4.123], [1.343, 0.925, 2.531], [0.516, -0.053, 2.508], [-0.896, 0.197, 2.520], [-1.797, -0.892, 2.527], [-3.169, -0.672, 2.538], [-3.656, 0.647, 2.546], [-5.342, 0.932, 2.564], [-2.769, 1.738, 2.542], [-1.404, 1.520, 2.533], [0.904, -1.077, 2.521], [-1.378, -1.896, 2.526], [-3.875, -1.499, 2.538], [-3.161, 2.752, 2.545], [-0.710, 2.358, 2.535], [1.742, -0.465, -1.581], [0.708, -0.333, -1.853], [-0.153, -1.465, -1.910], [-1.349, -1.508, -2.164], [0.550, -2.619, -1.628], [-0.307, -3.763, -1.716], [0.504, -5.019, -1.529], [0.239, 0.963, -2.209], [-0.891, 1.315, -2.515], [1.278, 1.872, -2.177], [0.814, 3.177, -2.537], [1.982, 4.128, -2.600], [-1.093, -3.710, -0.944], [-0.799, -3.795, -2.701], [-0.193, -5.858, -1.534], [1.206, -5.157, -2.358], [1.048, -5.019, -0.580], [0.317, 3.149, -3.519], [0.083, 3.538, -1.794], [1.581, 5.120, -2.815], [2.529, 4.166, -1.653], [2.665, 3.855, -3.412]], "forces_ev_per_a": [[-0.35, -0.40, 0.12], [1.33, -0.48, -0.61], [-0.14, 0.38, 0.77], [-0.16, 0.22, -0.26], [-1.87, -1.21, 0.04], [0.92, 1.36, 0.03], [-0.66, 0.22, -0.02], [0.33, 0.44, -0.03], [-0.08, 0.31, 0.04], [1.27, -0.31, -0.04], [-0.26, 0.02, 0.00], [-0.09, -0.15, 0.04], [0.06, -0.40, -0.04], [0.01, 0.19, -0.12], [-0.25, 0.11, -0.07], [0.20, 0.16, -0.02], [0.04, -0.23, -0.02], [-0.15, -0.20, -0.05], [0.04, -0.02, -0.07], [-0.60, -0.01, -0.02], [0.49, 1.71, -0.02], [-0.14, -0.41, 0.06], [-0.64, -1.31, -0.02], [0.13, 0.02, 0.02], [0.12, -0.07, -0.03], [0.01, -1.49, 0.37], [-0.01, 0.36, -0.04], [-0.30, 1.25, -0.34], [0.11, -0.01, 0.03], [0.14, 0.02, -0.01], [0.14, 0.09, -0.30], [0.03, 0.15, 0.37], [0.08, -0.16, 0.03], [0.03, 0.03, 0.19], [0.01, 0.01, -0.13], [0.00, -0.07, 0.39], [0.10, -0.20, -0.27], [0.12, 0.13, 0.00], [-0.01, -0.04, -0.15], [0.03, 0.01, 0.18]]}

[2]
{"formula": "C14H16BaN5O2", "method": "ωB97M-V with the def2-TZVPD basis set", "e_above_lowest_kj_mol": 0.0, "max_force_ha_per_bohr": 0.152, "total_energy_ev": -27012.075, "total_charge": 1, "species": ["Ba", "O", "C", "N", "C", "O", "C", "C", "C", "C", "C", "N", "C", "C", "C", "C", "C", "N", "H", "H", "H", "H", "H", "H", "H", "H", "N", "C", "C", "N", "H", "H", "H", "H", "H", "H", "H", "H"], "positions_angstrom": [[0.646, -0.272, 0.428], [0.900, 1.587, 1.594], [-0.060, 1.922, 0.879], [-1.204, 1.270, 0.831], [-1.597, 0.636, 1.961], [-1.521, 1.057, 3.097], [-2.176, -0.735, 1.755], [-3.299, -1.119, 2.483], [-3.735, -2.427, 2.400], [-3.021, -3.308, 1.597], [-1.906, -2.842, 0.927], [-1.479, -1.581, 0.998], [0.362, 2.728, -0.301], [0.346, 4.113, -0.403], [1.039, 4.708, -1.447], [1.706, 3.895, -2.353], [1.628, 2.522, -2.195], [0.983, 1.942, -1.187], [-3.792, -0.386, 3.103], [-4.607, -2.751, 2.947], [-3.324, -4.338, 1.508], [-1.327, -3.510, 0.302], [-0.172, 4.706, 0.336], [1.062, 5.784, -1.551], [2.277, 4.317, -3.166], [2.100, 1.853, -2.905], [2.878, -1.893, 0.200], [2.715, -2.871, -0.881], [2.203, -2.185, -2.141], [0.888, -1.588, -1.902], [3.687, -1.315, -0.022], [3.119, -2.396, 1.051], [1.984, -3.615, -0.557], [3.657, -3.385, -1.116], [2.181, -2.919, -2.957], [2.891, -1.383, -2.417], [0.188, -2.324, -1.934], [0.676, -0.965, -2.675]], "forces_ev_per_a": [[3.35, -6.77, -1.91], [0.51, 2.46, 1.99], [-1.68, 3.42, 0.52], [-0.59, 2.17, -0.37], [-0.80, -0.34, 1.36], [-0.12, 0.08, -0.21], [-0.53, -0.32, 0.63], [0.11, 0.11, -0.06], [0.13, 0.13, -0.19], [0.01, 0.05, 0.06], [-0.17, -0.31, -0.06], [-1.07, -0.39, 0.06], [0.30, 0.91, -0.57], [-0.14, -0.20, 0.12], [-0.02, -0.27, -0.05], [-0.09, 0.04, 0.06], [0.00, 0.03, -0.23], [-0.02, 0.25, -0.11], [-0.02, 0.03, 0.06], [-0.04, -0.05, 0.03], [0.03, -0.12, -0.06], [0.04, -0.07, -0.01], [-0.04, 0.02, 0.06], [0.01, 0.00, 0.04], [0.00, 0.00, -0.08], [0.07, 0.06, -0.01], [0.70, -0.34, 0.16], [0.07, -0.06, -0.41], [0.29, -0.40, 0.07], [-0.09, -0.23, -0.93], [-0.03, -0.03, 0.17], [0.10, 0.15, -0.04], [0.06, -0.09, -0.02], [-0.23, -0.05, 0.04], [0.13, 0.17, 0.05], [0.04, -0.04, -0.07], [-0.10, 0.05, -0.05], [-0.17, -0.05, 0.00]]}

[3]
{"formula": "C14H16Br18F5N2O5PS", "method": "ωB97M-V with the def2-TZVPD basis set", "max_force_ha_per_bohr": 0.125, "total_energy_ev": -1322462.702, "species": ["N", "C", "O", "C", "O", "C", "C", "C", "O", "P", "O", "C", "O", "N", "S", "C", "F", "F", "C", "F", "F", "F", "H", "H", "H", "H", "H", "H", "H", "H", "H", "H", "C", "Br", "Br", "Br", "H", "C", "Br", "Br", "Br", "H", "C", "Br", "Br", "Br", "H", "C", "Br", "Br", "Br", "H", "C", "Br", "Br", "Br", "H", "C", "Br", "Br", "Br", "H"], "positions_angstrom": [[1.048, 3.419, -1.383], [0.726, 2.381, -0.840], [0.273, 1.386, 0.087], [1.389, 0.458, 0.384], [1.420, 0.079, 1.778], [2.033, 1.101, 2.597], [0.992, 2.209, 3.126], [1.080, 3.579, 2.294], [2.118, 4.317, 2.268], [2.696, 0.178, 4.151], [1.571, -0.388, 5.041], [1.312, -0.917, -0.462], [-0.030, -1.390, -0.701], [1.979, -1.985, 0.414], [0.848, -3.183, 0.976], [2.052, -0.881, -1.882], [2.104, -2.167, -2.528], [1.274, -0.029, -2.755], [3.548, -0.287, -1.875], [3.557, 1.018, -2.453], [4.224, -0.369, -0.635], [4.314, -1.100, -2.791], [2.346, 1.081, 0.167], [2.951, 1.611, 2.140], [-0.092, 1.815, 3.053], [1.290, 2.441, 4.223], [0.132, 3.927, 1.719], [3.571, -0.875, 3.685], [3.545, 1.128, 4.837], [-0.686, -0.960, -0.087], [2.709, -2.484, -0.118], [0.033, -2.450, 1.863], [4.425, 7.004, 0.707], [3.506, 8.693, 0.448], [3.718, 5.615, -0.447], [6.347, 7.192, 0.517], [4.235, 6.692, 1.734], [-4.045, -0.282, 0.314], [-2.258, -0.527, 1.032], [-4.260, 1.463, -0.503], [-4.535, -1.715, -0.897], [-4.734, -0.327, 1.157], [-0.182, -0.465, -6.460], [0.508, -1.214, -4.810], [0.181, 1.436, -6.586], [0.455, -1.429, -8.019], [-1.265, -0.582, -6.434], [-6.384, -4.831, 0.911], [-5.392, -4.050, 2.385], [-5.204, -5.608, -0.418], [-7.712, -6.102, 1.531], [-6.923, -4.019, 0.424], [-2.980, -7.130, 3.472], [-2.997, -9.034, 3.104], [-3.331, -6.753, 5.342], [-1.340, -6.293, 2.862], [-3.795, -6.687, 2.900], [-2.442, 3.251, -4.230], [-1.682, 1.700, -3.349], [-4.381, 3.245, -4.154], [-1.698, 4.906, -3.543], [-2.163, 3.188, -5.281]], "forces_ev_per_a": [[-1.59, -5.69, 2.58], [0.10, 2.92, 0.51], [1.96, 1.88, -2.64], [1.94, 0.00, 0.42], [-0.06, 2.07, -1.93], [0.20, 0.52, 1.34], [0.13, 0.49, -0.27], [2.68, 1.99, 0.15], [-4.14, -3.33, 0.25], [-2.53, -1.45, 1.31], [2.27, 1.36, -1.83], [-1.12, -2.08, 0.40], [1.63, 2.18, -0.29], [-0.24, 0.75, -1.03], [-0.27, -0.07, 0.93], [-1.21, 0.50, -1.32], [-0.31, 2.93, 2.03], [2.27, -1.37, 3.15], [2.29, -0.32, -2.53], [0.17, -3.28, 2.39], [-1.93, 0.69, -2.94], [-1.69, 2.18, 2.48], [-1.41, -1.30, 0.16], [-1.28, -0.69, 0.13], [1.91, 0.47, 0.34], [-0.78, -0.20, -1.79], [1.36, -0.61, 0.85], [-0.31, 0.89, -0.02], [-0.36, -0.36, -0.71], [1.03, -0.38, -1.16], [-0.56, 0.14, 0.50], [1.34, -0.44, -0.78], [-0.08, -0.16, 0.09], [0.20, -0.32, 0.01], [0.15, 0.35, 0.14], [-0.35, 0.00, 0.00], [0.03, 0.08, -0.30], [-0.39, 0.09, -0.25], [-1.12, 0.28, 0.86], [0.09, -0.42, 0.20], [0.20, 0.29, 0.24], [0.30, -0.03, -0.15], [-0.20, -0.32, 0.10], [-0.68, -0.21, -1.78], [0.05, -0.29, -0.08], [-0.08, 0.23, 0.26], [0.31, 0.07, -0.04], [-0.11, 0.07, -0.13], [-0.12, -0.20, -0.22], [-0.19, 0.11, 0.33], [0.34, 0.24, -0.10], [0.17, -0.21, 0.15], [-0.12, 0.04, -0.08], [0.04, 0.38, 0.10], [0.10, -0.08, -0.37], [-0.28, -0.16, 0.13], [0.22, -0.11, 0.16], [0.12, 0.05, -0.05], [-0.19, 0.22, -0.14], [0.33, -0.01, 0.04], [-0.17, -0.38, -0.09], [-0.06, -0.02, 0.29]]}

[4]
{"formula": "C14H16Br2ClILiMgN3NaO10SV", "method": "ωB97M-V with the def2-TZVPD basis set", "max_force_ha_per_bohr": 0.086, "total_energy_ev": -246995.254, "total_charge": 2, "species": ["O", "C", "N", "C", "C", "I", "C", "O", "C", "C", "C", "C", "Br", "C", "C", "C", "C", "Br", "C", "O", "H", "H", "H", "H", "H", "H", "H", "H", "H", "H", "H", "H", "O", "S", "O", "O", "O", "Na", "Li", "O", "V", "O", "Cl", "Mg", "C", "O", "N", "N", "H", "H", "H", "H"], "positions_angstrom": [[-5.985, 2.217, 1.993], [-5.241, 3.100, 2.038], [-4.495, 4.086, 1.877], [-3.345, 3.651, 1.180], [-3.411, 3.520, -0.157], [-5.146, 3.988, -1.330], [-2.154, 3.011, -0.864], [-1.972, 3.131, -2.048], [-1.114, 2.265, -0.001], [-0.207, 1.315, -0.795], [-1.123, 0.089, -1.128], [-0.361, -1.252, -1.281], [-0.630, -2.209, 0.471], [-1.055, 2.421, 1.325], [-0.008, 1.676, 2.173], [1.332, 2.469, 1.991], [2.408, 2.127, 3.041], [2.959, 0.207, 3.020], [-2.053, 3.355, 1.973], [-1.893, 3.880, 3.027], [0.130, 1.827, -1.711], [0.666, 0.983, -0.222], [-1.788, -0.002, -0.244], [-1.771, 0.324, -1.998], [0.745, -1.135, -1.500], [-0.918, -1.843, -2.093], [-0.282, 1.719, 3.240], [0.083, 0.631, 1.838], [1.169, 3.558, 2.018], [1.764, 2.236, 1.004], [2.139, 2.453, 4.058], [3.319, 2.694, 2.783], [2.478, -6.473, 0.888], [1.656, -5.297, 0.727], [0.374, -5.480, 1.413], [1.405, -5.044, -0.713], [2.371, -4.099, 1.329], [0.804, -3.384, -1.856], [-3.705, 1.133, -1.416], [-2.620, -1.750, 2.401], [-4.181, -2.392, 2.201], [-5.704, -3.025, 1.962], [-4.924, 2.991, 4.569], [2.608, -1.909, 1.978], [4.314, -2.479, -4.430], [3.335, -1.922, -3.930], [4.377, -3.823, -4.624], [5.414, -1.792, -4.829], [5.169, -4.284, -5.030], [3.585, -4.370, -4.344], [5.408, -0.796, -4.704], [6.219, -2.229, -5.238]], "forces_ev_per_a": [[0.34, 0.33, -0.30], [-0.94, 0.20, 0.10], [0.82, -1.04, 0.10], [-0.74, 0.24, -0.12], [1.14, -0.58, -0.97], [1.07, -0.51, 0.50], [-0.18, 0.59, 1.62], [-0.25, -0.55, -0.64], [0.32, 0.23, -0.64], [-1.13, 0.31, -0.24], [0.41, 0.49, 0.51], [-1.04, -0.11, -0.59], [0.95, 0.26, -1.01], [-0.22, -0.72, 0.16], [0.05, 1.75, -0.01], [0.29, -1.46, 0.17], [-0.61, 2.50, -0.91], [0.48, 0.60, 0.87], [-0.41, -0.02, -0.73], [0.36, -0.05, 0.57], [-0.04, -0.33, 0.31], [-0.32, 0.11, -0.11], [0.21, -0.26, -0.41], [0.67, -0.22, -0.11], [-1.39, 0.10, 0.17], [1.06, 0.57, 1.21], [-0.11, -0.16, -0.44], [-0.11, 0.33, 0.21], [0.07, -0.34, 0.28], [-0.18, 0.29, 0.23], [-0.02, -1.09, -0.11], [-0.01, -0.81, 0.09], [0.47, 0.68, 0.12], [-1.56, -2.77, -0.27], [0.03, 0.93, 0.05], [0.22, 1.05, -0.12], [1.30, 4.10, 1.09], [0.56, -0.95, -0.37], [-0.31, 0.57, -0.14], [-1.41, -0.23, -0.50], [-1.18, -0.75, 1.06], [2.32, 1.08, -0.11], [0.29, -0.16, 0.40], [-1.04, -4.06, -1.28], [0.26, -0.20, -0.18], [-0.27, -0.11, 0.33], [-0.22, 0.09, 0.13], [-0.12, 0.21, 0.15], [-0.02, -0.02, 0.00], [0.07, -0.09, -0.04], [0.03, -0.01, -0.07], [-0.01, 0.01, -0.02]]}

no.,orbital gap (eV)
1,3.631
2,9.600
3,8.241
4,1.812